1.
The following is a quantum chemistry calculation of a 11-piece molecular cluster, C33H40F4O33 overall in a non-equilibrium geometry, from OMol25.

The HOMO energy is -10.23 eV. The SMILES is O=C1OC[C@@H](F)O1.O=C1OC[C@@H](F)O1.O=C1OC[C@@H](F)O1.O=C1OC[C@@H](F)O1.O=C1OCCO1.O=C1OCCO1.O=C1OCCO1.O=C1OCCO1.O=C1OCCO1.O=C1OCCO1.O=C1OCCO1. Its energy is -113307.404 eV. As for the LUMO energy: 0.0 eV. Its largest force on an atom is 4.5 eV Å⁻¹. As for the energy above the lowest of the compared OMol25 structures with the same formula, charge and spin: 0.0 kJ/mol.

Cartesian coordinates (Å):
O -1.7604 3.9722 17.3158
C -2.3874 4.6061 16.5814
O -1.9606 5.5355 15.6721
C -3.0228 6.4143 15.3809
C -4.1542 5.4562 15.5856
F -4.1947 4.6478 14.4165
O -3.7378 4.6591 16.6591
H -2.9662 7.3312 15.9612
H -3.0698 6.6939 14.3227
H -5.1339 5.8419 15.8337
O -4.2990 -1.3551 20.7523
C -4.7952 -1.2346 19.6765
O -6.0176 -0.7953 19.5296
C -6.3294 -0.9113 18.0911
C -4.9226 -0.8458 17.5214
F -4.6148 0.4799 17.5346
O -4.1711 -1.4781 18.5087
H -6.8840 -1.8243 17.9484
H -6.7854 -0.0170 17.7986
H -4.7396 -1.3995 16.5683
O -4.1563 9.5481 22.9480
C -3.7374 8.4338 23.0989
O -2.4730 8.0926 23.3282
C -2.2714 6.6650 23.2412
C -3.6682 6.1625 23.3593
F -3.8731 5.7921 24.6523
O -4.4472 7.2910 22.9382
H -1.8193 6.4093 22.3064
H -1.6203 6.3557 24.0649
H -4.0228 5.3110 22.7331
O -2.5313 0.8574 23.0273
C -2.5462 -0.3349 23.1607
O -1.5474 -1.0844 22.6613
C -1.8712 -2.4968 22.9344
C -3.0836 -2.4765 23.7839
F -2.9022 -2.9258 25.0914
O -3.4827 -1.1114 23.7842
H -2.0755 -3.0104 22.0282
H -1.0361 -2.9722 23.4935
H -3.8703 -3.0970 23.3657
O -6.1329 0.6446 22.0528
C -6.9771 -0.1785 22.2773
O -8.2602 0.1584 22.2670
C -9.0323 -1.0307 22.5680
C -7.9850 -2.1105 22.3747
O -6.7898 -1.4204 22.5391
H -9.4806 -0.9560 23.5731
H -9.8077 -1.1729 21.8626
H -8.0387 -2.5288 21.3608
H -8.0262 -2.9139 23.0913
O -3.3205 0.5537 28.5797
C -3.1893 1.5704 27.9554
O -3.3094 2.8275 28.4661
C -3.1687 3.8088 27.4323
C -3.2615 2.9618 26.1705
O -2.8420 1.6418 26.6170
H -3.9768 4.5337 27.5926
H -2.2426 4.2596 27.5512
H -2.5142 3.2820 25.4242
H -4.3077 2.9304 25.8467
O -6.5369 -3.4248 24.8960
C -6.4655 -2.3184 25.4072
O -7.4644 -1.4006 25.3484
C -7.2268 -0.5192 26.4634
C -5.7521 -0.4545 26.4414
O -5.4533 -1.7907 26.0380
H -7.7369 0.4066 26.3047
H -7.5810 -1.0847 27.3491
H -5.2135 -0.2172 27.3808
H -5.2535 0.1860 25.6139
O 0.1729 3.8909 26.4137
C 0.8301 4.4548 25.6343
O 2.1868 4.1620 25.3377
C 2.6560 5.1259 24.4044
C 1.3741 5.6747 23.7355
O 0.3911 5.4240 24.8042
H 3.2032 5.8938 24.9275
H 3.3067 4.7086 23.6727
H 0.9891 5.0260 22.9197
H 1.3015 6.7282 23.5059
O 1.4957 -1.8201 23.2524
C 1.0378 -0.9616 23.9158
O 1.1967 0.4122 23.6768
C 0.8869 1.1274 24.8356
C 0.3805 0.0790 25.7905
O 0.4005 -1.1878 25.0998
H 1.7818 1.6743 25.1861
H 0.0866 1.7760 24.5219
H -0.6903 0.2191 26.1165
H 1.0569 -0.0092 26.6444
O 2.6651 5.8152 21.3764
C 1.9564 5.5970 20.4504
O 0.6168 5.8673 20.4107
C 0.0935 5.5146 19.1293
C 1.3278 5.5234 18.2878
O 2.3542 5.1485 19.2778
H -0.3287 4.5157 19.2631
H -0.6759 6.1834 18.7083
H 1.6765 6.4912 17.9642
H 1.2320 4.8654 17.4417
O -1.5173 4.3077 21.9353
C -1.9628 3.3751 21.2391
O -1.2964 2.3053 20.8729
C -2.1003 1.5683 19.9625
C -3.4460 2.2166 20.0589
O -3.2541 3.3898 20.8708
H -1.5614 1.6706 18.9618
H -2.0641 0.5318 20.2751
H -4.1815 1.5884 20.5772
H -3.8994 2.6355 19.1378

Atoms 1-3, force components in eV/Å:
O 2.3 -1.9 1.2
C -1.6 2.4 -0.9
O 1.4 -0.5 0.6

Atomic partial charges in e from the Löwdin method, atoms 1 to 4: 0.21 -0.55 0.08 -0.07

2.
The following is a quantum chemistry calculation of C3H5O3Sc as an isolated structure in a non-equilibrium geometry, from OMol25.

The HOMO energy (spin up / spin down) is -10.75 / -10.75 eV. Its energy is -30023.141 eV. The expectation value of S² is 1.4875. As for the multiplicity: 2. As for the LUMO energy (spin up / spin down): -4.0 / -4.5 eV. Its total charge is +1. Its largest force on an atom is 2.7 eV Å⁻¹. As for the energy above the lowest of the compared OMol25 structures with the same formula, charge and spin: 164.9 kJ/mol.

Cartesian coordinates (Å):
H -2.7678 -1.1798 0.0481
O 0.5925 -0.3098 -0.9697
C 1.2461 0.4893 -0.1961
C -0.8527 -0.5769 -0.3195
O 2.4260 0.8177 -0.3494
O 0.5593 0.9279 0.8323
C -0.6855 0.2095 0.9852
Sc 3.9056 0.8531 -1.8299
H -0.8296 -1.6609 -0.1693
H -1.5304 -0.0883 -1.0267
H -0.5929 -0.4385 1.8613
H -1.4706 0.9566 1.1336

Atoms 1-3, force components in eV/Å:
H -0.6 -0.2 0.2
O -1.4 -0.7 0.3
C -0.5 0.0 0.7

Atomic partial charges in e from the Löwdin method, atoms 1 to 4: 0.21 0.07 -0.62 -0.05

3.
The following is a quantum chemistry calculation of C18H31N2SeY as an isolated structure in a non-equilibrium geometry, from OMol25.

The HOMO energy is -12.93 eV. Its energy is -88518.869 eV. As for the LUMO energy: -8.8 eV. Its total charge is +2. Its largest force on an atom is 5.7 eV Å⁻¹.

Cartesian coordinates (Å):
C 1.1170 -1.0888 -2.4970
H 0.6970 -2.1088 -2.6973
H 0.6850 -0.2772 -3.1167
H -2.1677 -1.8738 -0.7179
C 2.4864 -1.0039 -1.8751
H 2.5441 -0.0318 -1.3569
H 2.5561 -1.7425 -1.0637
C 3.5220 -1.1856 -2.9390
H 4.5041 -1.0499 -2.4963
H 3.4156 -2.1856 -3.3681
H 3.3472 -0.4613 -3.7266
C -0.6407 1.9447 0.6215
C 0.5859 2.2288 -0.0165
C 0.3887 2.1485 -1.4089
C -0.9618 1.7730 -1.6513
C -1.6225 1.6730 -0.3828
C -3.0595 1.3173 -0.2241
C -1.5080 1.5035 -2.9960
C 1.3654 2.4099 -2.4916
C 1.8679 2.6973 0.5837
C -0.9191 2.0633 2.0787
Y -0.4205 -0.8579 -0.8299
H -2.2302 0.6615 -2.9907
H -2.0129 2.3580 -3.4937
H -0.6834 1.1980 -3.6657
H -3.4810 1.0309 -1.1964
H -3.1743 0.4600 0.4572
H -3.6962 2.1286 0.1634
H 0.0019 2.3003 2.6385
H -1.6456 2.8674 2.3056
H -1.3291 1.1322 2.4948
H 2.7096 2.4522 -0.0739
H 1.8944 3.7916 0.7280
H 2.0663 2.2328 1.5580
H 1.3966 1.5659 -3.1819
H 1.1431 3.3095 -3.0931
H 2.3829 2.5275 -2.0906
C 1.1613 -3.2879 1.2908
N 0.2892 -2.5274 2.1906
C 0.4921 -2.4772 3.5471
C -0.6125 -1.8920 4.0775
N -1.4852 -1.6153 3.0512
C -2.8385 -1.1129 3.2525
C -0.9334 -1.9884 1.8477
Se -2.1717 -2.8653 0.5475
H 1.4173 -4.2629 1.7516
H 2.0980 -2.7442 1.0529
H 0.6307 -3.5143 0.3230
H 1.3407 -2.9425 3.9960
H -0.9070 -1.7461 5.1162
H -3.3272 -1.6948 4.0538
H -2.8255 -0.0524 3.5813
H -3.4531 -1.1854 2.3327

Atoms 1-3, force components in eV/Å:
C -2.8 -0.3 1.7
H 0.7 0.3 -0.7
H 0.8 -0.7 -0.3

Atomic partial charges in e from the Löwdin method, atoms 1 to 4: -0.32 0.06 0.03 -0.12

4.
The following is a quantum chemistry calculation of C25H41N2PZn as an isolated structure in a non-equilibrium geometry, from OMol25.

The HOMO energy (spin up / spin down) is -5.95 / -6.51 eV. Its energy is -87269.123 eV. As for the LUMO energy (spin up / spin down): -0.5 / 0.0 eV. Its largest force on an atom is 4.2 eV Å⁻¹. As for the energy above the lowest of the compared OMol25 structures with the same formula, charge and spin: 509.4 kJ/mol.

Cartesian coordinates (Å):
C 0.7549 2.7007 -3.2065
C 0.4650 3.2374 -1.9660
C -0.2205 2.4919 -1.0116
C -0.5005 1.2002 -1.2946
C -0.2284 0.6326 -2.4954
C 0.4477 1.3813 -3.4453
C -0.6051 3.1945 0.2499
C -1.7363 2.6467 1.0910
N -2.5562 1.5342 0.5115
Zn -1.3360 0.2038 0.1180
C -0.5613 -0.7599 -2.8788
P -1.8577 -1.4255 -1.8183
H 0.7490 4.2488 -1.7311
H 0.7231 0.8797 -4.3718
H 1.2058 3.2981 -3.9808
H 0.2960 -1.4380 -2.7779
H -1.0246 -0.8025 -3.8737
H 0.2659 3.2435 0.9093
H -0.8720 4.2301 0.0367
H -1.4186 2.2996 2.0734
C -1.5898 -3.2030 -1.8706
C -3.3361 -1.0613 -2.7319
H -2.5309 3.3771 1.2002
C -3.2438 1.8933 -0.8009
C -3.6014 1.0609 1.5211
H -0.8813 -1.3336 -0.8689
H -4.1209 2.4180 -0.4590
H -2.5951 2.5617 -1.3158
H -3.4843 0.9868 -1.3802
H -4.2351 1.9355 1.6813
H -4.2075 0.2357 1.1061
H -3.1093 0.8196 2.4683
H -3.3835 -1.9425 -3.4004
H -4.2292 -0.9974 -2.1005
H -3.1981 -0.1599 -3.3477
H -1.9915 -3.4194 -2.8628
H -0.5092 -3.3708 -1.7853
H -2.1751 -3.6714 -1.0679
H -2.6373 -0.3476 1.1213
C 3.1303 -4.1790 0.1273
C 2.7975 -2.7125 0.1117
C 3.8206 -1.8018 -0.1722
C 3.6001 -0.4118 -0.1783
C 4.7281 0.5293 -0.4718
C 2.3447 0.0580 0.1531
C 1.3522 -0.8213 0.6142
C 1.5300 -2.2266 0.4150
N 0.2558 -0.3484 1.3249
C 0.4502 -0.1911 2.7692
C 1.3660 -1.2663 3.3751
C 1.1298 1.1523 3.0298
C -0.8870 -0.2647 3.4967
H 3.6063 -4.4632 -0.8219
H 3.8529 -4.4039 0.9285
H 2.2404 -4.7985 0.2817
H 4.8154 -2.1815 -0.4004
H 5.4744 0.5085 0.3356
H 5.2310 0.2487 -1.4047
H 4.3474 1.5552 -0.5610
H 2.1222 1.1389 0.1408
H 0.7128 -2.8997 0.6742
H 2.3895 -1.1914 2.9811
H 1.4052 -1.1194 4.4655
H 0.9756 -2.2690 3.1686
H 0.5696 1.9658 2.5559
H 1.1959 1.3323 4.1116
H 2.1390 1.1448 2.5992
H -1.5264 0.5892 3.2625
H -1.3988 -1.2091 3.2662
H -0.7016 -0.2430 4.5773

Atoms 1-3, force components in eV/Å:
C 0.3 0.0 0.1
C -0.2 0.3 0.0
C 1.1 1.6 -0.9

Atomic partial charges in e from the Löwdin method, atoms 1 to 4: -0.08 -0.04 -0.28 -0.20

5.
The following is a quantum chemistry calculation of a 6-piece molecular cluster, C25H62BrNO11P overall in a non-equilibrium geometry, from OMol25.

The HOMO energy is -10.43 eV. Its energy is -130259.860 eV. As for the LUMO energy: -3.2 eV. Its total charge is +1. Its largest force on an atom is 3.9 eV Å⁻¹.

Cartesian coordinates (Å):
O 1.4009 -2.4371 -0.2659
P -0.0259 -1.5621 0.2757
Br -0.5932 -2.6407 2.2432
C -1.4357 -1.6813 -1.0087
C -2.5346 -0.4659 -0.9508
C -3.2756 -0.5464 0.5042
N -3.9117 -1.8666 0.8526
C -3.7235 -2.9794 -0.1475
C -2.2254 -3.1012 -0.7985
H 2.2041 -1.8384 -0.2819
H -0.9496 -1.6490 -2.0807
H -1.9116 0.5479 -1.0318
H -3.2967 -0.4372 -1.8390
H -2.4352 -0.3261 1.3226
H -4.0609 0.3419 0.6419
H -3.6099 -2.1797 1.8014
H -4.9597 -1.6901 0.9111
H -3.9068 -3.9990 0.4463
H -4.5762 -2.9545 -0.9823
H -2.3741 -3.5622 -1.8896
H -1.5680 -3.9146 -0.2231
C -6.8491 5.0870 2.6025
O -5.5199 5.3331 3.0500
C -4.8690 4.1423 3.5030
C -3.9391 3.5697 2.4294
O -4.6743 3.1207 1.2856
C -4.6556 4.0701 0.2248
H -7.1734 5.9438 2.0067
H -6.9174 4.1884 1.9812
H -7.5137 4.9858 3.4658
H -5.6047 3.3971 3.8295
H -4.2663 4.4202 4.3759
H -3.4260 2.6933 2.8418
H -3.1753 4.2992 2.1368
H -3.6995 4.0101 -0.3042
H -4.8137 5.0906 0.5786
H -5.4586 3.8186 -0.4728
C -1.6030 -1.0751 -5.5460
O -0.2739 -0.8289 -5.0986
C 0.3771 -2.0197 -4.6455
C 1.3070 -2.5924 -5.7191
O 0.5717 -3.0414 -6.8630
C 0.5904 -2.0920 -7.9238
H -1.9274 -0.2182 -6.1419
H -1.6714 -1.9736 -6.1674
H -2.2676 -1.1762 -4.6827
H -0.3587 -2.7650 -4.3190
H 0.9797 -1.7419 -3.7726
H 1.8201 -3.4687 -5.3067
H 2.0707 -1.8629 -6.0117
H 1.5466 -2.1519 -8.4528
H 0.4324 -1.0714 -7.5699
H -0.2125 -2.3434 -8.6213
C 3.0919 1.6245 2.0715
O 1.9383 0.8051 2.2312
C 2.1819 -0.3173 3.0843
C 1.6656 -0.0639 4.5036
O 2.3910 0.9918 5.1438
C 1.6919 2.2313 5.0999
H 2.7723 2.5915 1.6752
H 3.6136 1.7947 3.0187
H 3.7762 1.1587 1.3560
H 3.2475 -0.5774 3.0901
H 1.6339 -1.1665 2.6590
H 1.8265 -0.9685 5.1014
H 0.5908 0.1505 4.5018
H 0.9092 2.2381 5.8647
H 1.2478 2.4225 4.1212
H 2.4027 3.0322 5.3186
C 1.2982 -7.5961 -9.0788
O 2.2941 -6.5979 -9.2773
C 2.3679 -5.6779 -8.1840
C 3.5211 -6.0245 -7.2379
O 3.3049 -7.2820 -6.5878
C 4.0263 -8.3414 -7.2077
H 1.4917 -8.4153 -9.7758
H 1.3117 -7.9982 -8.0608
H 0.3107 -7.1764 -9.2929
H 1.4126 -5.6351 -7.6466
H 2.5535 -4.6861 -8.6132
H 3.5688 -5.2635 -6.4505
H 4.4814 -6.0218 -7.7661
H 5.0744 -8.3035 -6.8950
H 3.9687 -8.3008 -8.2970
H 3.5951 -9.2889 -6.8746
C 2.0069 7.6050 9.0297
O 2.9827 6.8075 9.6926
C 2.7059 5.4080 9.5851
C 3.5480 4.7537 8.4860
O 3.1967 5.2528 7.1906
C 4.1024 6.2514 6.7328
H 2.4215 8.6065 8.8899
H 1.7397 7.2016 8.0478
H 1.1095 7.6782 9.6513
H 1.6352 5.2347 9.4211
H 2.9732 4.9548 10.5472
H 3.3400 3.6776 8.4794
H 4.6192 4.8876 8.6751
H 5.0135 5.7756 6.3572
H 4.3605 6.9675 7.5152
H 3.6263 6.7939 5.9120

Atoms 1-3, force components in eV/Å:
O -1.9 1.1 0.2
P 2.7 1.8 -0.2
Br -0.4 -0.3 -1.1

Atomic partial charges in e from the Löwdin method, atoms 1 to 4: -0.39 0.67 0.31 -0.47

6.
The following is a quantum chemistry calculation of a single C18H20N2O5 molecule in a non-equilibrium geometry, from OMol25.

The HOMO energy is -8.62 eV. The SMILES is N[C@@H](Cc1ccc(O)cc1)C(=O)N[C@@H](Cc1ccc(O)cc1)C(=O)O. Its energy is -32204.674 eV. As for the LUMO energy: 0.5 eV. Its largest force on an atom is 7.8 eV Å⁻¹. As for the energy above the lowest of the compared OMol25 structures with the same formula, charge and spin: 480.5 kJ/mol.

Cartesian coordinates (Å):
N 0.7117 3.2547 1.2761
C 1.1481 2.7804 -0.0172
C 2.7154 2.5470 0.1037
C 3.0387 1.0647 0.5837
C 3.4068 0.1347 -0.4175
C 3.4562 -1.2434 -0.0143
C 3.1598 -1.7323 1.2060
O 3.2011 -3.0290 1.4323
C 3.0303 -0.7988 2.2208
C 2.9444 0.6136 1.8317
C 0.6098 1.5360 -0.6681
O 0.9486 1.5543 -1.9688
N -0.0871 0.5850 -0.2066
C -0.3973 -0.7227 -0.7304
C -1.6019 -0.7170 -1.6358
C -2.9174 -0.5342 -0.9233
C -3.1455 -1.3860 0.2489
C -4.2234 -1.2919 1.0193
C -5.1739 -0.2131 0.9319
O -6.1439 0.1471 1.8858
C -4.8606 0.6923 -0.1831
C -3.8607 0.5416 -1.1866
C 0.8253 -1.2995 -1.3873
O 1.1496 -2.4517 -1.0449
O 1.5803 -0.7243 -2.2991
H 0.7666 4.2420 1.4103
H 1.4771 3.0661 1.9879
H 1.2209 3.6219 -0.7168
H 3.0298 3.3590 0.7433
H 3.3778 2.7661 -0.7886
H 3.7074 0.4683 -1.3275
H 3.6712 -2.0058 -0.8989
H 3.3400 -3.5354 0.5688
H 2.7674 -1.0248 3.3034
H 2.8854 1.2709 2.7322
H -0.3429 0.6669 0.8062
H -0.6487 -1.3366 0.1357
H -1.6815 -1.4614 -2.5000
H -1.4550 0.1703 -2.2470
H -2.3737 -2.1953 0.3075
H -4.2078 -1.7483 2.0743
H -6.9635 -0.1009 1.4711
H -5.6409 1.4627 -0.4650
H -3.6695 1.3605 -1.7743
H 1.5569 0.2754 -2.2461

Atoms 1-3, force components in eV/Å:
N 0.7 -1.3 2.4
C 2.7 1.1 0.4
C 1.4 -1.7 -0.3

Atomic partial charges in e from the Löwdin method, atoms 1 to 4: 0.04 -0.29 -0.07 -0.24

7.
The following is a quantum chemistry calculation of an isolated ion of composition C4H8N and charge +1 in a non-equilibrium geometry, from OMol25.

The HOMO energy is -16.76 eV. The SMILES is CC#[N+]CC. Its energy is -5759.449 eV. As for the LUMO energy: -4.0 eV. Its total charge is +1. Its largest force on an atom is 3.4 eV Å⁻¹. As for the energy above the lowest of the compared OMol25 structures with the same formula, charge and spin: 40.0 kJ/mol.

Cartesian coordinates (Å):
C -2.6712 0.0955 0.0503
C -1.2650 0.2369 0.0706
N -0.1740 0.5026 -0.1893
C 1.2738 0.6030 -0.2817
C 2.0326 -0.6380 0.2912
H -3.2236 0.9642 0.3062
H -2.7778 -0.1094 -0.9475
H -2.9143 -0.8311 0.6608
H 1.5374 1.6017 0.0995
H 1.3355 0.3925 -1.3468
H 1.9964 -1.4548 -0.3427
H 3.1081 -0.3541 0.3226
H 1.7423 -1.0091 1.3067

Atoms 1-3, force components in eV/Å:
C 0.1 -2.2 2.6
C 2.4 1.8 -0.6
N -1.3 -1.1 1.9

Atomic partial charges in e from the Löwdin method, atoms 1 to 4: 0.04 0.05 0.20 -0.13